2 unconnected molecules or ions with the total composition C3H10S3, computed with the ωB97M-V functional and the def2-TZVPD basis.

ORCA input file:
```
! RIJCOSX wB97M-V def2-TZVPD def2/J DEFGRID3
* xyz 0 1
C -0.700 0.859 -0.756
C -2.102 1.422 -0.717
S -3.273 0.153 -0.022
H 0.002 1.617 -1.126
H -0.314 0.593 0.228
H -0.584 0.013 -1.435
H -2.489 1.731 -1.684
H -2.160 2.248 -0.016
H -2.548 0.011 1.100
C 2.380 -1.481 -0.144
S 2.607 -1.977 1.580
S 0.930 -1.122 2.535
H 1.417 -1.015 -0.326
H 3.157 -0.768 -0.415
H 2.478 -2.351 -0.785
H 1.199 0.068 1.981
*
```

HOMO level, eV: -8.687
Energy, eV: -35778.4854
E_LUMO, hartree: 0.0104
ΔE to the lowest compared entry with this formula, charge and spin, kcal/mol: 8.2
SMILES: CCS.CSS